DFT (the ωB97M-V functional and the def2-TZVPD basis) results for a 2-piece molecular cluster, C5H12NO overall in a non-equilibrium geometry.

Cartesian coordinates (Å):
C 0.101 -0.720 -0.127
C 0.294 0.691 0.485
C 0.598 -1.778 0.740
C -1.069 -0.993 -1.026
C -0.902 2.444 -0.035
N 1.163 0.262 -0.737
O 0.919 1.100 1.587
H -0.139 -1.795 1.677
H 1.621 -1.739 1.115
H 0.598 -2.866 0.348
H -2.045 -1.354 -0.547
H -0.918 -1.799 -1.659
H -1.433 -0.144 -1.566
H -0.510 2.500 -1.074
H -0.357 3.084 0.729
H -1.937 1.986 0.145
H 2.028 -0.109 -0.631
H 1.047 0.804 -1.687
H 0.942 0.425 2.264

The frontier orbital gap is 10.7 eV. As for the total charge: +1. As for the maximum force: 4.69 eV Å⁻¹. The electronic energy comes out at -8906.423 eV.